1.
{"formula": "C12H36O6", "method": "ωB97M-V/def2-TZVPD", "e_homo_ev": -9.644, "e_above_lowest_kj_mol": 360.0, "max_force_ha_per_bohr": 0.052, "charge": 0, "smiles": "CCO.CCO.CCO.CCO.CCO.CCO", "gap_ev": 10.2, "elements": ["C", "C", "O", "H", "H", "H", "H", "H", "H", "C", "C", "O", "H", "H", "H", "H", "H", "H", "C", "C", "O", "H", "H", "H", "H", "H", "H", "C", "C", "O", "H", "H", "H", "H", "H", "H", "C", "C", "O", "H", "H", "H", "H", "H", "H", "C", "C", "O", "H", "H", "H", "H", "H", "H"], "coordinates": [[-4.45, 0.63, -3.49], [-3.96, 0.10, -2.12], [-4.79, 0.43, -1.02], [-5.44, 0.26, -3.74], [-3.85, 0.35, -4.35], [-4.39, 1.71, -3.46], [-2.99, 0.51, -1.85], [-3.82, -0.98, -2.15], [-4.17, 0.27, -0.30], [-4.35, -1.18, 3.38], [-4.50, -0.64, 1.98], [-3.49, 0.07, 1.35], [-4.43, -2.26, 3.48], [-5.14, -0.80, 4.03], [-3.47, -0.90, 3.96], [-5.40, -0.04, 2.10], [-4.75, -1.51, 1.37], [-3.49, 0.98, 1.65], [4.57, 0.09, -1.70], [4.95, -0.19, -3.19], [6.31, -0.43, -3.42], [4.91, -0.77, -1.12], [3.50, 0.11, -1.52], [4.94, 1.04, -1.31], [4.57, 0.62, -3.81], [4.59, -1.11, -3.66], [6.35, -0.79, -4.31], [1.60, -0.28, 0.56], [0.13, -0.39, 1.02], [-0.83, 0.17, 0.19], [1.82, 0.78, 0.41], [1.67, -0.79, -0.41], [2.40, -0.66, 1.19], [-0.09, -0.04, 2.02], [-0.11, -1.45, 0.99], [-1.65, -0.21, 0.52], [-0.09, 2.32, -2.86], [-1.39, 3.03, -2.48], [-1.53, 2.81, -1.11], [0.64, 2.33, -2.05], [0.53, 2.72, -3.66], [-0.23, 1.25, -3.04], [-2.20, 2.61, -3.09], [-1.30, 4.09, -2.70], [-1.15, 1.94, -1.00], [4.44, -2.22, 4.73], [3.58, -1.52, 3.75], [2.69, -0.57, 4.24], [5.10, -2.98, 4.32], [3.98, -2.71, 5.58], [5.08, -1.48, 5.21], [3.02, -2.30, 3.23], [4.15, -1.13, 2.90], [1.95, -0.93, 4.74]], "lowdin_charge": [-0.0739, -0.3155, -0.0796, 0.0699, 0.0687, 0.0618, 0.0877, 0.1067, 0.0128, -0.0886, -0.3131, -0.0753, 0.0725, 0.0698, 0.0758, 0.1213, 0.1257, 0.1253, -0.0578, -0.3283, -0.0844, 0.0699, 0.0390, 0.0745, 0.0996, 0.1057, 0.0811, -0.0586, -0.3222, -0.0863, 0.0745, 0.0673, 0.0575, 0.1129, 0.1087, 0.0517, -0.0886, -0.3202, -0.0785, 0.0705, 0.0688, 0.0728, 0.0882, 0.1119, 0.0234, -0.1046, -0.3784, -0.0586, 0.0788, 0.0754, 0.0757, 0.1034, 0.1128, 0.0902]}


2.
{"formula": "C4H8NO2S", "method": "ωB97M-V/def2-TZVPD", "e_homo_ev": -4.421, "e_above_lowest_kj_mol": 516.5, "max_force_ha_per_bohr": 0.062, "charge": -1, "gap_ev": 3.3, "elements": ["C", "C", "C", "S", "N", "C", "O", "O", "H", "H", "H", "H", "H", "H", "H", "H"], "coordinates": [[-1.10, -1.06, 0.33], [0.26, -0.18, -0.02], [0.48, 0.77, 1.13], [1.08, 0.76, 4.05], [0.12, 0.57, -1.27], [0.05, -0.18, -2.57], [0.13, 0.58, -3.50], [-0.19, -1.45, -2.57], [-0.87, -1.88, 1.05], [-1.78, -0.34, 0.77], [-1.47, -1.34, -0.66], [1.08, -0.92, -0.18], [0.01, 0.67, 2.12], [0.38, 1.85, 0.94], [1.36, 0.66, 1.82], [0.45, 1.50, -1.42]], "lowdin_charge": [-0.0368, -0.3782, -0.1629, 0.1387, 0.0280, -0.7677, -0.0465, -0.1244, 0.0740, 0.0439, 0.0462, 0.1350, -0.0992, 0.0841, -0.0252, 0.0910]}


3.
{"formula": "C16H20BFeN2O3", "method": "ωB97M-V/def2-TZVPD", "multiplicity": 5, "e_homo_ev": [-7.064, -10.060], "e_above_lowest_kj_mol": 0.0, "s2": 6.078, "max_force_ha_per_bohr": 0.068, "charge": 1, "gap_ev": [3.1, 4.7], "elements": ["O", "C", "Fe", "C", "O", "C", "O", "C", "C", "C", "C", "C", "C", "H", "H", "H", "H", "H", "H", "H", "C", "N", "C", "C", "C", "C", "N", "B", "H", "C", "C", "H", "H", "H", "H", "H", "H", "H", "H", "H", "H", "H", "H"], "coordinates": [[1.89, 1.66, -0.46], [1.73, 1.98, 0.62], [1.40, 2.51, 2.38], [2.60, 1.23, 3.08], [3.30, 0.45, 3.53], [2.79, 3.80, 2.36], [3.61, 4.59, 2.36], [-0.37, 1.39, 2.70], [-0.70, 2.47, 1.67], [-0.18, 3.87, 2.00], [0.34, 4.15, 3.26], [0.50, 3.11, 4.23], [0.15, 1.74, 3.94], [-0.61, 0.35, 2.48], [-0.46, 2.16, 0.64], [-1.81, 2.56, 1.68], [-0.28, 4.67, 1.26], [0.65, 5.17, 3.50], [0.89, 3.36, 5.22], [0.33, 0.97, 4.69], [1.80, -2.31, -3.89], [0.94, -3.07, -2.99], [1.34, -4.44, -2.67], [-0.25, -2.48, -2.43], [-1.48, -2.60, -3.07], [-2.60, -2.03, -2.52], [-2.52, -1.36, -1.35], [-3.79, -0.77, -0.79], [-3.59, -0.22, 0.24], [-1.35, -1.23, -0.70], [-0.20, -1.78, -1.22], [1.40, -1.31, -4.05], [2.80, -2.22, -3.46], [1.88, -2.81, -4.85], [0.63, -4.89, -1.99], [1.39, -5.04, -3.57], [2.32, -4.43, -2.20], [-1.54, -3.13, -4.00], [-3.56, -2.11, -3.00], [-4.25, 0.01, -1.54], [-4.59, -1.61, -0.60], [-1.33, -0.69, 0.23], [0.74, -1.67, -0.71]], "lowdin_charge": [0.2147, -0.0455, 0.0746, -0.0421, 0.2128, -0.0408, 0.2150, -0.0660, -0.1818, -0.0672, -0.1305, -0.0501, -0.1278, 0.1388, 0.1139, 0.1733, 0.1462, 0.1463, 0.1417, 0.1468, 0.0151, -0.0346, 0.0172, -0.2913, -0.0240, -0.0684, -0.0956, -0.4388, -0.0100, -0.0897, -0.0443, 0.1096, 0.1075, 0.1113, 0.1118, 0.1113, 0.1088, 0.1085, 0.1261, 0.0069, 0.0105, 0.0860, 0.0939]}


4.
{"formula": "C3H4N2S3", "method": "ωB97M-V/def2-TZVPD", "e_homo_ev": -8.896, "e_above_lowest_kj_mol": 289.2, "max_force_ha_per_bohr": 0.086, "charge": 0, "smiles": "S=C1NN2C[C@@]2(S)S1", "gap_ev": 8.7, "elements": ["S", "C", "N", "N", "C", "C", "S", "S", "H", "H", "H", "H"], "coordinates": [[-3.40, -1.04, -0.18], [-1.91, -0.53, 0.03], [-0.84, -1.11, 0.52], [0.52, -0.53, 0.67], [1.08, -0.43, -0.68], [0.58, 0.78, 0.00], [1.83, 2.11, 0.29], [-0.99, 1.39, -0.52], [-0.77, -2.06, 0.86], [0.57, -0.89, -1.49], [2.19, -0.73, -0.52], [1.14, 3.04, 1.01]], "lowdin_charge": [0.6702, -0.9845, -0.0709, -0.0441, -0.2007, -1.1476, 0.7236, 0.7892, 0.1510, 0.1002, 0.1422, -0.1286]}


5.
{"formula": "C30H72NO17P2S", "method": "ωB97M-V/def2-TZVPD", "e_homo_ev": -4.195, "max_force_ha_per_bohr": 0.020, "charge": -1, "gap_ev": 6.0, "elements": ["C", "C", "O", "C", "N", "C", "C", "O", "C", "P", "S", "P", "O", "O", "O", "H", "H", "H", "H", "H", "H", "H", "H", "H", "H", "H", "H", "H", "H", "H", "H", "C", "O", "C", "C", "O", "C", "C", "O", "C", "H", "H", "H", "H", "H", "H", "H", "H", "H", "H", "H", "H", "H", "H", "C", "O", "C", "C", "O", "C", "C", "O", "C", "H", "H", "H", "H", "H", "H", "H", "H", "H", "H", "H", "H", "H", "H", "C", "O", "C", "C", "O", "C", "C", "O", "C", "H", "H", "H", "H", "H", "H", "H", "H", "H", "H", "H", "H", "H", "H", "C", "O", "C", "C", "O", "C", "C", "O", "C", "H", "H", "H", "H", "H", "H", "H", "H", "H", "H", "H", "H", "H", "H"], "coordinates": [[1.08, 1.23, -12.46], [2.53, 1.28, -12.00], [3.35, 1.83, -13.05], [3.11, -0.11, -11.66], [3.34, -0.39, -10.26], [2.21, -0.88, -9.47], [1.14, 0.15, -9.06], [0.86, 0.14, -7.67], [2.02, 0.55, -6.90], [2.22, 2.30, -7.09], [3.58, 3.04, -8.34], [1.73, 0.07, -5.25], [1.69, -1.38, -4.96], [0.32, 0.72, -4.69], [2.88, 0.79, -4.35], [0.47, 0.68, -11.74], [1.03, 0.71, -13.42], [0.66, 2.23, -12.57], [2.63, 1.93, -11.12], [3.21, 2.78, -13.06], [2.48, -0.89, -12.08], [4.07, -0.17, -12.19], [3.78, 0.39, -9.79], [2.59, -1.33, -8.56], [1.74, -1.69, -10.05], [0.18, -0.07, -9.56], [1.44, 1.15, -9.40], [2.43, 2.91, -5.83], [0.95, 2.80, -7.44], [0.41, 1.62, -4.39], [2.69, 1.72, -4.17], [2.24, 0.79, -0.84], [2.77, 1.62, 0.17], [3.46, 0.94, 1.19], [4.71, 1.68, 1.62], [5.77, 1.67, 0.67], [5.64, 2.46, -0.49], [5.80, 3.95, -0.27], [4.70, 4.51, 0.42], [5.04, 5.50, 1.35], [1.34, 0.27, -0.49], [1.99, 1.42, -1.69], [2.98, 0.05, -1.18], [3.74, -0.07, 0.86], [2.81, 0.84, 2.07], [5.11, 1.14, 2.49], [4.47, 2.69, 1.94], [4.71, 2.25, -1.03], [6.47, 2.15, -1.13], [5.90, 4.43, -1.25], [6.73, 4.13, 0.29], [5.86, 5.18, 1.99], [4.16, 5.68, 1.97], [5.32, 6.44, 0.86], [3.65, -1.99, 8.36], [3.38, -0.66, 8.01], [3.40, 0.25, 9.09], [4.02, 1.57, 8.71], [5.43, 1.53, 8.51], [5.93, 0.92, 7.34], [5.72, 1.72, 6.07], [4.37, 1.71, 5.67], [3.93, 2.93, 5.11], [2.80, -2.47, 8.85], [3.86, -2.54, 7.43], [4.53, -2.07, 9.01], [3.94, -0.18, 9.94], [2.37, 0.44, 9.41], [3.89, 2.24, 9.57], [3.50, 2.01, 7.86], [5.56, -0.10, 7.22], [7.01, 0.87, 7.50], [6.34, 1.25, 5.28], [6.08, 2.74, 6.22], [4.23, 3.79, 5.73], [2.84, 2.90, 5.06], [4.32, 3.07, 4.10], [-4.19, -3.57, 3.89], [-3.42, -3.69, 2.71], [-4.15, -3.45, 1.52], [-3.35, -2.66, 0.51], [-3.15, -1.30, 0.86], [-2.21, -0.98, 1.87], [-0.76, -1.14, 1.46], [-0.40, -2.50, 1.35], [0.51, -2.77, 0.30], [-4.86, -4.42, 4.03], [-3.50, -3.52, 4.73], [-4.79, -2.65, 3.88], [-5.08, -2.91, 1.74], [-4.41, -4.41, 1.07], [-3.95, -2.62, -0.40], [-2.41, -3.16, 0.28], [-2.41, -1.52, 2.80], [-2.36, 0.09, 2.06], [-0.14, -0.66, 2.24], [-0.59, -0.61, 0.52], [0.20, -2.29, -0.64], [0.51, -3.85, 0.15], [1.52, -2.44, 0.55], [-11.25, -0.90, 0.85], [-10.82, -1.76, 1.88], [-10.32, -3.00, 1.42], [-9.12, -3.46, 2.22], [-7.94, -2.71, 1.99], [-7.84, -1.39, 2.50], [-7.71, -1.30, 4.00], [-8.92, -1.62, 4.67], [-8.75, -2.34, 5.86], [-12.21, -1.21, 0.43], [-11.37, 0.09, 1.29], [-10.51, -0.84, 0.04], [-10.05, -2.94, 0.36], [-11.10, -3.77, 1.52], [-8.88, -4.46, 1.87], [-9.36, -3.52, 3.28], [-8.66, -0.76, 2.14], [-6.91, -1.00, 2.08], [-7.43, -0.26, 4.25], [-6.91, -1.96, 4.34], [-8.06, -3.18, 5.73], [-9.72, -2.73, 6.15], [-8.37, -1.70, 6.67]], "lowdin_charge": [-0.0556, -0.4164, -0.0676, -0.1883, -0.0654, -0.1956, -0.2503, -0.2622, -0.5882, 0.2986, 0.0088, 0.3672, -0.3087, -0.1746, -0.1862, 0.0626, 0.0803, 0.0746, 0.0967, 0.0812, 0.1157, 0.1113, 0.0733, 0.1084, 0.1087, 0.1084, 0.0660, -0.0537, -0.0171, 0.0466, 0.0240, -0.0866, -0.1907, -0.2000, -0.1918, -0.1161, -0.1782, -0.1994, -0.1926, -0.1230, 0.0694, 0.0768, 0.0988, 0.1261, 0.1246, 0.1243, 0.1012, 0.1206, 0.1310, 0.1286, 0.1224, 0.0851, 0.0855, 0.0862, -0.1149, -0.1933, -0.2061, -0.1870, -0.1212, -0.1841, -0.2027, -0.1952, -0.1042, 0.0871, 0.0889, 0.0867, 0.1232, 0.1266, 0.1272, 0.1192, 0.1193, 0.1278, 0.1271, 0.1254, 0.0892, 0.0931, 0.0665, -0.1160, -0.1877, -0.1905, -0.1791, -0.1185, -0.1864, -0.2071, -0.1949, -0.1020, 0.0894, 0.0887, 0.0703, 0.1096, 0.1290, 0.1306, 0.1211, 0.1177, 0.1269, 0.1266, 0.1134, 0.0941, 0.0871, 0.0830, -0.1156, -0.1951, -0.2033, -0.1848, -0.1273, -0.1792, -0.1984, -0.1924, -0.1159, 0.0867, 0.0875, 0.0885, 0.1249, 0.1266, 0.1289, 0.1186, 0.1197, 0.1268, 0.1308, 0.1038, 0.0863, 0.0874, 0.0876]}